The following is a quantum chemistry calculation of a 2-piece molecular cluster, C5H12BrN2 overall at a distorted geometry, from OMol25.

Summary:
highest occupied orbital energy (spin up / spin down): -11.97 / -12.13 eV
gap between HOMO and LUMO (spin up / spin down): 5.99 / 6.66 eV
LUMO (spin up / spin down): -0.2200 / -0.2013 hartree

The geometry in ORCA input format:
```
! wB97M-V def2-TZVPD RIJCOSX def2/J DEFGRID3
* xyz 1 1
C 1.31 0.87 -0.91
C -1.65 0.27 -1.02
C -0.22 -0.43 0.75
C -0.54 0.45 1.84
C 0.85 -1.47 1.16
N -1.00 -0.61 -0.35
N 0.43 1.00 -1.94
Br -0.27 -2.16 -1.69
H 1.45 1.69 -0.14
H 2.05 0.01 -0.80
H -2.27 -0.14 -1.80
H -1.94 1.30 -0.69
H -1.46 0.92 1.51
H 0.33 1.05 2.06
H -0.58 -0.08 2.76
H 1.69 -1.49 0.56
H 0.20 -2.26 1.47
H 1.06 -1.16 2.17
H 0.16 1.90 -2.28
H 0.40 0.35 -2.66
*
```